# 1
Below is CH5Cl2N2PS in the gas phase in a non-equilibrium geometry, with properties calculated with ωB97M-V/def2-TZVPD.

Its structure (SMILES) is CN(N)P(=S)(Cl)Cl. As for the relative energy (zero: lowest compared OMol25 entry of this formula, charge and spin): 0.0 kJ/mol. As for the largest force on an atom: 0.043 Eh/bohr. As for the HOMO-LUMO gap: 9.794 eV.

Geometry as ORCA input:
```
! wB97M-V def2-TZVPD RIJCOSX def2/J DEFGRID3
* xyz 0 1
C 0.354 0.910 0.108
N 0.279 0.095 -1.100
N -0.511 -1.080 -1.078
P 1.881 -0.379 -1.636
S 3.071 -1.672 -0.754
Cl 1.424 -0.964 -3.442
Cl 2.769 1.399 -1.839
H 1.383 0.859 0.525
H 0.177 2.012 0.024
H -0.291 0.372 0.838
H -1.507 -1.025 -1.429
H -0.573 -1.472 -0.100
*
```

Atomic partial charges in e from the natural (NBO) method, atoms 1 to 8: -0.448 -0.585 -0.674 1.261 -0.490 -0.199 -0.223 0.209

---

# 2
Below is a 2-piece molecular cluster, CH5ClNP overall in a non-equilibrium geometry, with properties calculated with ωB97M-V/def2-TZVPD.

Its structure (SMILES) is [H]/N=P/C.Cl. As for the relative energy (zero: lowest compared OMol25 entry of this formula, charge and spin): 205.3 kJ/mol. As for the largest force on an atom: 0.071 Eh/bohr. As for the HOMO-LUMO gap: 9.011 eV.

Geometry as ORCA input:
```
! wB97M-V def2-TZVPD RIJCOSX def2/J DEFGRID3
* xyz 0 1
H -1.915 2.478 -0.926
N -1.738 1.556 -0.789
P -1.274 1.124 0.629
C -0.807 -0.697 0.219
H -1.300 -1.401 0.878
H 0.289 -0.733 0.065
H -1.388 -0.953 -0.675
Cl 3.522 -0.966 0.406
H 4.610 -0.410 0.192
*
```

Atomic partial charges in e from the natural (NBO) method, atoms 1 to 8: 0.353 -1.081 0.994 -0.983 0.229 0.241 0.246 -0.257